73
Properties=species:S:1:pos:R:3:forces:R:3:mulliken_charge:R:1 method="wB97M-V/def2-TZVPD" homo_energy_ev=-5.67 multiplicity=1 gap_ev=8.0 charge=-1
B 1.36281 -0.83293 -1.03278 -1.62 0.23 -0.03 -0.110
F 0.11681 -1.23493 -1.51378 -1.04 -0.29 -0.56 -0.395
F 1.56481 -1.49093 0.13722 0.76 -0.91 1.36 -0.288
F 2.29281 -1.06893 -1.98678 1.88 -1.11 -0.99 -0.289
F 1.36281 0.51207 -0.83478 -0.20 2.00 0.57 -0.325
C 0.38081 3.27207 -2.85078 6.79 -4.58 -3.44 -0.346
O 0.22681 3.95907 -4.01478 -3.02 -2.06 -5.40 -0.582
H 1.68481 3.26507 -2.79878 -3.53 -0.83 0.80 0.104
H -0.06819 2.25807 -2.79878 0.50 0.57 -0.06 0.103
H 0.07481 3.84707 -2.16578 -2.28 3.96 5.88 0.362
H -0.17219 3.25107 -4.71178 1.57 2.85 2.19 0.331
C 5.58481 -1.25693 -1.34678 2.31 -5.44 -2.60 -0.879
O 4.67381 -2.29793 -1.07278 3.18 -0.85 1.58 -0.569
H 5.30581 -0.35593 -1.15678 -2.53 5.67 1.04 0.373
H 5.90081 -1.39193 -2.37178 -0.39 0.63 -1.00 0.286
H 6.56881 -1.29893 -0.95378 0.77 -1.00 1.72 0.361
H 3.87881 -1.92093 -1.30078 -3.25 0.91 -0.75 0.381
C 0.81281 3.47907 4.07522 -0.61 1.18 5.11 -0.173
C 0.67681 3.75907 2.77822 -1.18 1.41 -3.92 -0.501
C 0.74881 2.73807 1.87822 2.51 -3.33 -2.12 0.031
C 1.14581 1.39007 2.38722 -0.57 1.89 -7.55 -0.140
C 1.27981 1.18607 3.64722 0.84 -3.37 6.12 0.158
C 1.11281 2.20507 4.56522 -0.39 2.06 -1.34 0.167
O 1.22681 1.93707 5.87522 0.94 0.25 2.21 -0.562
O 0.81881 2.91907 0.43822 -1.00 1.69 3.58 -0.489
H 0.53481 4.35707 4.81022 0.91 -1.95 -1.18 0.173
H 0.42581 4.76707 2.37522 0.31 -0.76 0.60 0.321
H 1.47381 0.60707 1.60922 -0.95 1.20 1.30 0.102
H 1.51181 0.15507 4.14622 -0.23 1.82 -1.35 0.174
H 1.88881 2.52807 6.31022 -0.97 -0.63 -0.69 0.336
H 1.01181 2.07407 0.08022 0.32 -1.52 -0.75 0.512
C -2.82019 1.19507 1.43022 2.05 1.55 -0.06 -0.599
C -2.33319 0.39807 0.40522 2.05 0.50 -1.88 0.575
C -2.97819 -0.76593 -0.00878 -1.80 0.65 2.25 -0.105
C -4.16319 -1.15293 0.66322 -1.74 0.89 0.94 -0.410
C -4.73819 -0.30393 1.65322 3.78 0.41 -1.40 -0.938
C -3.99519 0.83107 2.01722 -2.26 0.51 1.17 1.061
O -4.51219 1.72207 2.96522 7.98 1.44 -2.57 -0.511
O -2.59819 -1.52993 -0.99978 -3.66 -1.77 -0.86 -0.595
H -2.20319 2.13907 1.75422 -1.56 -1.94 -0.60 0.178
H -1.41119 0.73707 -0.24078 -1.72 -0.71 1.58 -0.127
H -4.83919 -2.00193 0.42422 1.25 0.30 -0.32 0.340
H -5.54519 -0.54393 2.26422 -1.56 -0.63 0.51 0.389
H -5.30819 1.59607 3.25722 -7.12 -1.79 2.18 0.240
H -1.72919 -1.49393 -1.21778 4.51 0.58 -0.90 0.586
C -0.27219 -3.39093 5.41122 -1.49 -0.69 2.47 -0.458
C 0.89181 -3.10693 4.76022 1.98 -1.67 0.26 -0.760
C 0.87581 -2.77993 3.38522 -1.40 1.43 -1.24 0.457
C -0.34419 -2.47393 2.73422 -1.58 -0.20 1.08 0.119
C -1.54219 -2.65293 3.48622 -1.07 -1.02 -2.62 -0.366
C -1.49219 -3.20993 4.72622 -0.51 0.06 3.53 0.827
O -2.69819 -3.43793 5.45522 0.98 -0.29 1.51 -0.588
O 1.95581 -2.59493 2.60222 1.06 -0.33 0.25 -0.576
H -0.24319 -3.80093 6.61622 -0.18 1.25 -3.75 -0.004
H 1.76781 -3.48693 5.37322 -0.47 1.12 -1.47 0.267
H -0.46519 -2.10693 1.66222 0.66 -0.60 1.59 0.245
H -2.57019 -2.68093 2.95822 1.78 0.67 0.93 0.206
H -2.49719 -3.57693 6.45822 -0.20 0.42 -2.99 0.300
H 1.64381 -2.35793 1.70422 0.45 -0.03 0.49 0.487
C 0.11481 0.93107 -7.10478 -1.41 0.37 -1.82 -0.830
C 1.11181 0.67907 -6.29478 4.73 -1.79 2.67 -0.278
C 1.00081 -0.24793 -5.20478 3.61 1.55 -0.02 0.114
C -0.17519 -0.82193 -5.00178 -4.90 -1.37 0.59 0.058
C -1.34019 -0.59293 -5.88578 8.26 3.56 -0.29 -0.989
C -1.09019 0.31907 -6.95378 -3.16 -3.42 3.26 1.061
O -2.13019 0.50407 -7.78078 -3.92 -0.74 -0.40 -0.621
O 2.20781 -0.52393 -4.49878 -1.20 0.80 -2.74 -0.593
H 0.29581 1.45007 -7.99078 0.09 1.16 -1.25 0.496
H 2.17481 0.98607 -6.53978 -1.50 0.02 0.44 0.260
H -0.44319 -1.42293 -4.09978 0.85 0.27 -0.81 0.182
H -2.13719 -1.09793 -5.60678 -4.17 -1.96 0.59 0.486
H -2.99319 0.00207 -7.38078 3.42 1.89 -1.49 0.338
H 2.15881 -0.64793 -3.55878 -0.74 -0.18 0.85 0.447

=====

68
Properties=species:S:1:pos:R:3:forces:R:3:mulliken_charge:R:1 method="wB97M-V/def2-TZVPD" homo_energy_ev=-3.91 multiplicity=1 gap_ev=6.2 charge=-1
Ir -1.30346 0.43739 -0.84652 -0.07 -0.08 0.08 0.226
O -6.50579 -3.21138 -1.65545 -0.01 0.09 -0.01 -0.612
C -5.45860 -2.61787 -1.62955 0.12 -0.29 0.06 0.434
C -4.73455 -2.10997 -0.39250 -0.14 0.15 -0.01 0.106
O -5.10306 -2.22732 0.75363 0.05 -0.05 -0.03 -0.645
C -3.51773 -1.42140 -0.87385 0.02 -0.08 0.04 1.192
C -3.42752 -1.56689 -2.26019 0.02 -0.06 -0.04 0.143
O -2.48626 -1.14758 -3.08051 -0.01 0.04 0.03 -0.452
C -4.57019 -2.27998 -2.81087 -0.10 0.23 -0.03 0.078
O -4.79433 -2.54446 -3.97611 0.04 -0.07 0.02 -0.690
O -2.71203 -0.83522 -0.07782 0.07 0.03 -0.07 -0.892
C 2.29935 3.38561 -3.84515 0.01 0.01 0.01 -1.525
C 1.58269 3.16227 -2.54334 -0.02 -0.01 0.03 0.754
C 1.84431 3.94182 -1.42191 0.00 -0.02 0.01 -0.617
C 1.16896 3.66648 -0.23725 0.03 0.01 -0.04 -0.588
C 0.28095 2.62407 -0.23937 -0.01 0.00 0.03 0.160
Br -0.74548 2.05955 1.25236 -0.01 0.07 -0.02 -0.195
N 0.00645 1.83506 -1.29566 0.05 -0.03 0.00 0.021
C 0.65847 2.13517 -2.43869 0.01 0.04 -0.01 -0.145
H 2.54455 4.43893 -3.98399 0.00 0.00 0.00 0.478
H 1.69216 3.05902 -4.68896 0.00 -0.01 0.00 0.353
H 3.22939 2.81368 -3.86881 0.00 0.01 0.00 0.204
H 2.56030 4.75262 -1.46920 0.00 0.00 0.00 0.415
H 1.32460 4.24104 0.66456 0.00 0.00 0.00 0.453
H 0.42877 1.50566 -3.28487 0.00 0.03 0.02 0.257
C -0.21058 2.60424 5.27034 0.00 0.01 0.01 -1.042
Ge 0.39131 0.74578 5.32764 0.04 -0.04 -0.02 0.405
C 1.30520 0.43682 7.04032 -0.01 0.00 0.01 -1.175
C 1.65595 0.39520 3.87822 -0.01 -0.01 -0.01 -0.842
C -1.17267 -0.42941 5.22779 -0.03 0.01 0.01 -0.940
Se -2.15677 -0.33574 3.53530 0.01 -0.02 0.05 0.036
C -1.14057 -1.69652 2.59915 -0.04 0.01 -0.05 -0.007
H 0.64283 3.28386 5.28634 0.00 0.00 -0.01 0.337
H -0.84242 2.82554 6.13192 0.00 0.00 0.00 0.369
H -0.78571 2.79092 4.36436 -0.01 0.00 -0.02 0.274
H 2.16432 1.10181 7.14195 0.00 0.00 0.00 0.350
H 1.66066 -0.59218 7.10996 0.00 0.00 0.00 0.361
H 0.62955 0.62213 7.87662 0.00 0.00 0.01 0.348
H 2.54596 1.01414 4.00488 0.00 0.01 0.00 0.407
H 1.20994 0.62885 2.91135 0.00 -0.03 0.01 -0.033
H 1.96425 -0.65111 3.87781 0.01 0.00 0.00 0.354
H -1.88077 -0.14781 6.00918 0.01 0.00 0.01 0.413
H -0.90685 -1.47340 5.40045 -0.01 0.00 -0.01 0.375
H -0.10019 -1.39875 2.49317 0.03 0.02 0.00 0.063
H -1.60175 -1.77719 1.61696 0.01 0.00 0.01 -0.485
H -1.22026 -2.64176 3.13306 0.00 0.01 0.01 0.492
C -0.29718 -2.50894 -3.97695 0.03 -0.01 0.00 -2.019
C -0.18005 -1.77918 -2.62913 0.01 -0.01 -0.02 2.627
C -0.44552 -2.81047 -1.52651 -0.07 0.00 0.00 -1.615
C -1.20436 -0.59956 -2.57394 -0.01 -0.01 -0.03 -0.584
C 1.20514 -1.15584 -2.46942 0.01 -0.01 0.02 -0.244
C 1.74459 -0.91572 -1.20318 -0.01 0.02 0.01 -0.172
C 2.96650 -0.28029 -1.04586 -0.01 0.03 0.00 -0.837
C 3.69163 0.13550 -2.15529 0.00 0.00 -0.02 -0.515
C 3.17913 -0.10280 -3.42000 0.04 -0.05 0.01 -0.866
C 1.95404 -0.74378 -3.57034 -0.01 0.01 0.00 -0.074
H -1.24462 -3.04184 -4.02837 0.00 -0.01 0.00 0.435
H 0.51789 -3.22847 -4.09441 0.00 0.00 -0.01 0.413
H -0.27935 -1.82224 -4.82524 -0.01 0.01 0.02 0.373
H -1.40337 -3.30341 -1.70622 0.00 0.01 0.01 0.460
H -0.49780 -2.34888 -0.54144 0.00 -0.01 -0.01 0.016
H 0.33190 -3.57955 -1.52531 0.00 0.00 0.00 0.414
H -0.93717 0.04951 -3.41847 -0.03 0.01 -0.01 0.347
H 1.18063 -1.19662 -0.32534 0.01 0.00 0.00 0.318
H 3.34741 -0.09606 -0.04811 0.00 -0.01 0.00 0.440
H 4.64585 0.63391 -2.03231 0.00 0.01 0.00 0.412
H 3.73221 0.20516 -4.30002 0.00 0.00 0.00 0.440
H 1.57913 -0.91214 -4.57084 -0.01 -0.01 -0.01 0.257

=====

68
Properties=species:S:1:pos:R:3:forces:R:3:mulliken_charge:R:1 method="wB97M-V/def2-TZVPD" homo_energy_ev=-8.13 multiplicity=1 gap_ev=7.8 smiles="NC(=O)C[C@H](NC(=O)Cc1ccc(Br)cc1)c1ccc(N2CCC(N3CCCC3)CC2)c([N+](=O)[O-])c1"
N 4.53904 4.30330 -0.50230 0.33 0.44 0.30 -0.285
C 3.83672 3.58965 -1.39926 0.14 -0.53 0.09 0.410
O 3.30186 4.06670 -2.37678 -0.28 0.18 -0.42 -0.653
C 3.77229 2.10457 -1.05375 -0.08 0.26 -0.07 -0.936
H 3.33991 1.55677 -1.89057 0.06 0.09 0.01 0.462
H 4.79273 1.75045 -0.89653 -0.03 -0.01 0.03 0.328
C 2.95482 1.87707 0.24148 0.23 0.21 0.04 0.499
N 3.67199 1.00124 1.14768 -0.47 -0.03 -0.06 -0.047
C 4.70684 1.46321 1.87506 -0.12 -0.61 0.34 0.561
O 5.05203 2.63012 1.86781 0.23 0.42 0.02 -0.745
C 5.42509 0.38784 2.67964 0.06 0.26 -0.08 -1.401
C 6.26501 -0.40842 1.72014 0.10 -0.19 0.01 0.539
C 5.88368 -1.68061 1.31177 0.09 0.13 0.07 -0.219
C 6.64378 -2.38762 0.39683 0.12 -0.06 -0.16 -0.628
C 7.78975 -1.80832 -0.11910 0.10 -0.15 -0.16 0.053
C 8.18483 -0.53783 0.26628 0.05 -0.10 -0.10 -0.635
C 7.41853 0.15506 1.18389 -0.09 -0.07 0.05 -0.241
H 7.71492 1.14765 1.48830 0.04 0.12 0.04 0.422
H 9.07999 -0.09827 -0.14549 0.07 0.02 -0.03 0.431
Br 8.84216 -2.77588 -1.38037 -0.15 0.14 0.18 -0.190
H 6.34897 -3.37884 0.08902 -0.01 -0.07 -0.03 0.428
H 4.99375 -2.13791 1.72048 -0.10 -0.04 0.08 0.428
H 4.69974 -0.24910 3.18588 0.02 0.00 0.03 0.414
H 6.05466 0.88306 3.41915 -0.12 0.00 -0.02 0.374
H 3.53100 0.00751 1.05516 0.08 -0.01 0.07 0.364
C 1.56110 1.37889 -0.04321 -0.15 -0.13 0.10 -0.263
C 0.94398 0.42344 0.73291 -0.04 0.02 -0.03 -0.360
C -0.35805 -0.00307 0.46670 0.52 0.84 -0.96 -0.484
C -1.07789 0.47713 -0.65108 0.40 -0.09 0.31 0.891
N -2.27865 -0.03457 -1.02975 -0.21 0.03 -0.06 0.418
C -2.58136 -1.45010 -1.00401 -0.05 -0.30 0.24 -1.311
H -1.80438 -1.99763 -0.47019 -0.03 0.05 -0.11 0.471
C -3.95222 -1.71493 -0.39102 -0.17 0.03 -0.25 -0.007
H -4.15249 -2.78679 -0.41595 -0.02 -0.06 0.02 0.504
H -3.94309 -1.38512 0.64664 -0.05 -0.07 -0.04 0.069
C -5.02152 -0.94441 -1.18890 0.18 0.21 0.08 -0.635
N -6.38179 -1.07949 -0.72442 -0.12 -0.21 -0.01 0.141
C -6.69810 -0.63976 0.63350 -0.11 0.36 0.15 -0.326
C -7.65109 -1.69357 1.20586 0.01 0.07 -0.11 -0.791
H -8.41417 -1.25770 1.84743 0.02 -0.01 0.08 0.352
C -8.22788 -2.34560 -0.04756 0.15 -0.07 -0.03 -0.642
H -8.63175 -3.33957 0.13397 -0.06 -0.02 -0.02 0.374
H -9.00798 -1.71501 -0.47365 -0.06 0.00 -0.05 0.282
C -7.01606 -2.36317 -0.96987 -0.08 -0.10 -0.15 -0.619
H -6.36625 -3.21637 -0.71593 -0.03 -0.02 -0.02 0.279
H -7.28605 -2.44143 -2.02679 0.02 -0.11 0.02 0.326
H -7.09273 -2.43173 1.78347 0.00 -0.02 0.04 0.294
H -5.80915 -0.52833 1.26021 0.01 0.04 0.01 0.260
H -7.19379 0.33685 0.57165 0.09 -0.02 0.20 0.291
C -4.62301 0.53306 -1.22665 0.07 -0.24 -0.36 -0.874
C -3.22629 0.71218 -1.82452 -0.24 0.25 0.16 -1.012
H -2.97039 1.77089 -1.80562 0.03 -0.07 -0.07 0.555
H -3.21808 0.36024 -2.86614 0.02 0.08 -0.03 0.322
H -5.34977 1.09114 -1.81674 -0.07 0.02 -0.02 0.407
H -4.62250 0.93202 -0.21220 0.00 0.08 0.07 0.255
H -5.01919 -1.32853 -2.21924 0.07 0.06 0.02 0.217
H -2.58131 -1.81140 -2.04543 0.06 -0.04 0.06 0.502
C -0.44694 1.50551 -1.38261 -0.06 -0.05 0.05 -0.637
C 0.81993 1.94312 -1.08864 0.04 -0.13 0.20 -1.458
H 1.25717 2.72456 -1.69107 0.07 0.11 -0.16 0.430
H -0.95391 1.93749 -2.22957 -0.07 -0.01 -0.10 0.497
N -0.93935 -0.83028 1.47380 -0.30 -0.44 0.67 1.023
O -0.19549 -1.57009 2.09660 -0.03 -0.17 0.06 -0.669
O -2.12724 -0.70887 1.71147 0.02 -0.01 0.09 -0.572
H 1.42187 0.01113 1.60902 0.02 0.00 0.00 0.755
H 2.87247 2.83744 0.77060 0.05 -0.20 -0.11 0.509
H 4.89246 3.88018 0.34819 -0.06 -0.02 -0.05 0.271
H 4.60684 5.30085 -0.61572 -0.07 -0.04 -0.07 0.226

=====

64
Properties=species:S:1:pos:R:3:forces:R:3:lowdin_spin:R:1 method="wB97M-V/def2-TZVPD" homo_energy_ev="-3.72 / -3.70" multiplicity=2 s_squared=0.768 gap_ev="6.1 / 6.1" charge=-1
O -0.11536 0.15323 -6.00557 -0.31 0.50 -2.17 0.000
C -0.18207 1.31356 -6.93216 -0.12 0.31 0.75 0.000
C 0.10124 0.47933 -8.17851 -0.12 0.01 0.75 0.000
H 0.58442 2.07783 -6.71374 -0.41 -0.38 0.23 0.000
H -1.19658 1.74176 -6.89667 0.37 0.03 0.02 0.000
C 0.08003 -0.70266 -7.17874 0.04 -0.32 -0.89 0.000
H 1.09106 0.64954 -8.60710 -0.25 0.05 -0.14 0.000
H -0.71027 0.49181 -8.92329 0.51 -0.11 0.18 0.000
C 1.39171 -1.45040 -7.08058 0.09 -0.33 0.12 0.000
H 2.12696 -0.85576 -6.53312 -0.06 0.00 -0.10 0.000
H 1.79411 -1.68747 -8.07647 -0.18 0.02 0.22 0.000
H 1.22487 -2.38818 -6.54065 0.23 0.06 0.01 0.000
C -1.08187 -1.63197 -7.49383 -0.12 -0.31 0.24 0.000
H -2.03895 -1.10379 -7.47737 0.09 0.02 0.14 0.000
H -1.11584 -2.47834 -6.79943 -0.12 0.17 0.02 0.000
H -0.97246 -2.04904 -8.50533 0.17 0.12 0.20 0.000
Cu -0.23895 -0.27200 -0.58343 0.08 0.70 0.46 0.400
C -2.42102 -0.68075 0.80906 -0.78 0.13 -0.68 -0.004
C -2.24827 0.72184 0.67209 -0.75 -0.49 -0.70 0.144
C -2.04460 1.02012 -0.71326 -0.49 -0.82 -0.41 0.002
H -2.34522 1.46083 1.46862 0.35 -0.33 -0.25 0.007
C -2.08108 -0.23356 -1.44551 -0.41 1.05 0.20 0.050
C -2.35207 -1.27180 -0.48497 -0.51 0.42 0.98 0.155
H -2.48672 -2.33486 -0.70114 0.13 0.55 0.00 0.006
H -2.59706 -1.21649 1.74376 0.25 0.25 -0.40 -0.002
H -1.97698 2.00702 -1.17396 0.07 -0.37 0.33 -0.002
H -2.01750 -0.35581 -2.52743 -0.15 0.08 0.35 0.001
C 1.15514 -1.99222 0.89416 0.16 -1.03 -1.10 0.004
C 0.21124 -2.38283 -0.09222 1.26 -0.30 0.75 0.068
C 0.67804 -1.90495 -1.37735 0.64 0.17 0.37 0.067
H -0.67700 -2.97196 0.09254 0.33 0.05 -0.05 0.002
C 1.91206 -1.20439 -1.13983 0.04 -0.73 0.17 -0.005
C 2.21918 -1.31005 0.24415 -0.37 -0.49 -0.38 0.095
H 3.13260 -0.97939 0.73481 -0.33 0.25 -0.16 0.005
H 1.07633 -2.24365 1.94566 0.05 0.25 -0.26 -0.001
H 0.26752 -2.18582 -2.34019 0.03 0.14 0.06 0.003
H 2.49800 -0.73869 -1.92760 0.03 -0.17 0.33 -0.002
O 2.09063 1.68230 -4.63506 -0.52 0.85 0.73 0.000
C 1.15225 1.11300 -3.68469 0.25 0.04 0.46 -0.001
C -0.01083 2.11768 -3.61364 0.10 -0.51 -0.67 0.000
H 1.60398 1.02479 -2.67356 0.06 0.09 -0.58 0.000
H 0.87336 0.12133 -4.05283 0.08 0.38 0.24 0.000
C 0.69429 3.47721 -3.83787 -0.08 -0.33 -0.02 0.000
H -0.58500 2.03646 -2.67984 0.34 0.07 -0.38 0.000
H -0.66259 1.87114 -4.46802 -0.02 0.31 0.47 0.000
C 2.12828 3.07378 -4.24750 0.10 -0.37 0.49 0.000
H 0.74406 4.04368 -2.90233 -0.16 0.10 -0.27 0.000
H 0.18670 4.05679 -4.61447 0.07 0.06 0.19 0.000
H 2.72590 3.16325 -3.31640 0.16 -0.04 -0.57 0.000
H 2.57070 3.68963 -5.04635 -0.13 -0.39 0.22 0.000
Cl 3.56291 4.47206 5.62009 0.41 0.55 0.48 0.000
C 2.67350 3.42642 4.59895 -0.92 -1.14 -1.11 0.000
C 1.89659 2.39687 5.16576 0.18 0.24 -0.62 0.000
C 1.19565 1.53862 4.31335 0.20 0.26 -0.25 0.000
C 1.26710 1.69372 2.91790 0.20 0.34 0.23 0.000
C 2.04029 2.71324 2.36423 0.11 0.19 0.52 0.000
C 2.73738 3.58762 3.20150 -0.08 -0.19 0.47 0.000
C 0.52039 0.76200 2.00031 -0.67 -1.00 -0.73 0.000
O -0.07121 -0.20549 2.52520 0.48 1.27 -0.28 0.002
O 0.58088 1.04892 0.73589 0.27 -0.12 1.63 0.008
H 1.84986 2.27117 6.24709 0.05 0.09 -0.27 0.000
H 0.58449 0.72628 4.70911 0.18 0.23 -0.16 0.000
H 2.08551 2.80744 1.27642 -0.05 -0.05 0.42 0.000
H 3.33319 4.38704 2.77086 -0.01 -0.07 0.17 0.000

=====

no.,energy (hartree)
1,-2186.71558
2,-8597.60784
3,-4158.67313
4,-3411.49164